(1)
A structure of composition C39H50AlBr2F4. Source: the OMol25 dataset; level of theory: the ωB97M-V functional and the def2-TZVPD basis.

The geometry in XYZ format:
```
96
Properties=species:S:1:pos:R:3:forces:R:3
C 3.13099 -4.37905 1.07872 0.02 0.02 -0.07
C 4.37257 -3.54676 1.39336 -0.09 -0.03 0.05
C 4.13077 -2.03590 1.35731 0.03 0.03 -0.04
C 2.97991 -1.52135 2.23916 0.09 -0.02 0.12
C 2.02226 -0.59918 1.49862 -0.01 0.04 -0.10
C 0.85416 -0.08991 2.33232 0.06 -0.10 0.06
C -0.11501 0.73578 1.47899 -0.04 -0.04 -0.12
Al -1.34899 -0.43438 0.38640 0.06 0.12 0.15
C -1.00109 0.06564 -1.57624 0.24 -0.43 -0.15
Br -1.63540 1.86626 -1.93775 -0.12 0.21 -0.04
C -0.37122 -0.50126 -2.60134 -0.03 0.20 -0.02
C -0.05387 -0.03376 -3.99020 -0.11 0.01 0.06
Br 0.33424 -2.27586 -2.32629 0.03 -0.10 0.08
C -3.29820 -0.13158 0.76468 -0.01 -0.04 0.06
C -3.53174 -0.17064 2.28272 -0.14 0.09 0.03
C -4.16845 -1.14697 0.00490 -0.04 -0.09 -0.08
C -4.27057 -2.52352 0.66564 0.00 -0.02 0.00
C -4.75601 -3.59149 -0.30782 0.03 0.03 0.00
H 2.37888 -4.31449 1.86459 -0.01 0.03 -0.02
H 2.66265 -4.03949 0.15142 -0.01 -0.02 0.01
H 3.38517 -5.43443 0.96169 0.02 0.00 -0.01
H 4.77314 -3.83379 2.37149 -0.03 -0.01 0.00
H 5.14843 -3.78974 0.66193 0.06 0.02 0.05
H 3.94101 -1.74560 0.31739 -0.06 -0.02 0.03
H 5.05906 -1.53615 1.64835 0.02 0.01 -0.08
H 3.39042 -0.98960 3.10510 -0.03 -0.05 0.02
H 2.40991 -2.36170 2.64410 -0.02 0.03 0.00
H 2.57846 0.26302 1.10340 0.00 -0.04 -0.02
H 1.62413 -1.13571 0.62745 -0.01 0.04 0.00
H 1.24514 0.47408 3.19238 0.04 0.00 -0.04
H 0.34650 -0.97210 2.74568 -0.02 0.08 0.07
H 0.47749 1.36788 0.80434 -0.03 0.09 0.06
H -0.68793 1.43113 2.10429 -0.04 -0.05 0.01
H -0.99663 -1.99361 0.67176 0.03 -0.02 -0.03
H 1.02550 0.04818 -4.13433 0.01 -0.01 0.05
H -0.42200 -0.75522 -4.72253 -0.01 0.02 0.01
H -0.51084 0.93436 -4.17917 0.00 0.02 -0.02
H -3.59513 0.86803 0.42316 0.09 -0.01 -0.06
H -4.59368 -0.26562 2.55843 0.01 0.05 -0.02
H -3.16302 0.75072 2.74198 0.02 -0.04 0.02
H -3.00765 -0.99617 2.77755 -0.02 -0.04 -0.05
H -5.18778 -0.75841 -0.15525 -0.02 -0.07 0.05
H -3.75970 -1.31017 -1.00356 -0.01 0.12 0.01
H -4.95134 -2.47830 1.52152 0.04 0.02 0.02
H -3.29021 -2.80697 1.05773 0.00 0.00 -0.04
H -4.04607 -3.69255 -1.13358 -0.01 0.00 0.00
H -5.72666 -3.32037 -0.73516 0.00 -0.03 0.01
H -4.85107 -4.57121 0.16581 -0.04 0.01 0.00
F 7.46167 -2.72952 1.96777 0.06 -0.05 0.02
C 8.37281 -1.83255 2.38759 -0.06 0.01 -0.03
C 9.34898 -2.23924 3.27538 0.01 0.02 -0.01
C 10.28042 -1.30292 3.70185 0.01 -0.01 0.01
C 10.22447 0.00633 3.24424 -0.01 -0.01 0.00
C 9.22860 0.38369 2.35333 -0.01 0.02 -0.01
C 8.28867 -0.53764 1.91469 0.02 0.00 0.02
H 9.36725 -3.26434 3.61865 0.00 0.00 0.00
H 11.05320 -1.60141 4.39844 0.00 0.00 0.00
H 10.95246 0.73115 3.58303 0.00 0.00 0.00
H 9.17717 1.40426 1.99705 0.00 0.00 0.00
H 7.49903 -0.27052 1.22587 0.00 0.00 0.00
F 2.59056 7.60389 -0.02984 0.00 -0.01 0.00
C 2.32294 6.28850 -0.23451 0.02 0.03 0.01
C 1.07334 5.93109 -0.69839 0.02 -0.02 -0.04
C 0.81125 4.58301 -0.90390 0.00 -0.08 -0.01
C 1.78639 3.62812 -0.64872 0.01 0.02 0.03
C 3.03144 4.02188 -0.18044 0.02 -0.02 0.01
C 3.31317 5.36578 0.03232 -0.03 -0.01 -0.01
H 0.33335 6.69584 -0.89478 0.02 0.00 0.01
H -0.15407 4.25093 -1.26197 -0.02 0.10 -0.01
H 1.55959 2.58154 -0.80207 0.01 0.00 -0.01
H 3.79022 3.27884 0.02986 0.00 0.00 0.00
H 4.27448 5.69932 0.39899 0.00 0.01 0.00
F -5.22057 -6.99607 -1.33889 0.00 0.00 -0.01
C -6.28548 -6.67045 -2.09625 0.02 -0.02 0.01
C -7.42348 -7.44696 -1.99779 -0.01 0.02 -0.02
C -8.51869 -7.11538 -2.78289 -0.01 -0.01 0.01
C -8.46252 -6.02911 -3.64458 0.02 0.00 0.01
C -7.30326 -5.26849 -3.71977 0.00 0.03 -0.01
C -6.19838 -5.58162 -2.94125 -0.02 -0.02 0.00
H -7.44004 -8.28737 -1.31761 0.01 0.00 0.00
H -9.42037 -7.71074 -2.71711 0.00 0.00 0.00
H -9.31976 -5.77363 -4.25304 0.00 0.00 0.00
H -7.25484 -4.41714 -4.38612 0.00 0.00 0.00
H -5.29133 -4.99463 -2.97335 0.01 -0.01 0.02
F -2.18441 5.47347 -2.41205 -0.01 -0.02 -0.07
C -2.46305 6.69480 -1.92434 0.00 -0.03 0.07
C -2.40657 6.88589 -0.55718 -0.05 0.01 0.01
C -2.68540 8.15016 -0.05838 0.00 0.00 0.01
C -3.01411 9.19063 -0.91714 0.00 -0.02 -0.01
C -3.06623 8.96476 -2.28582 -0.01 0.02 -0.01
C -2.78971 7.70754 -2.80442 0.02 0.01 0.02
H -2.15355 6.05558 0.08872 0.01 0.00 -0.01
H -2.64378 8.31973 1.00963 0.00 0.00 0.00
H -3.22922 10.17388 -0.52071 0.00 0.00 0.00
H -3.32292 9.77233 -2.95932 0.00 0.00 0.00
H -2.82025 7.50467 -3.86598 0.00 0.00 0.00
```
Positions in Å, forces in eV/Å.

## Properties
Charge: -1
Relative energy (zero: lowest compared OMol25 entry of this formula, charge and spin) in kJ/mol: 0.0
Highest occupied orbital energy in eV: -4.75
F_max in eV/Å: 0.5
Energy in Ha: -7306.0509
M in u: 781.611
LUMO level in eV: 2.3

Löwdin atomic charge list, values in e, 2 entries:
1. C -0.111
2. C -0.279

(2)
A structure of composition C39H50AlN2O8STe. Source: the OMol25 dataset; level of theory: the ωB97M-V functional and the def2-TZVPD basis.

The geometry in XYZ format:
```
102
Properties=species:S:1:pos:R:3:forces:R:3
Al -0.18681 1.44765 1.16456 0.04 0.41 0.23
O 1.14414 0.87884 2.62403 0.00 0.09 -0.07
C 1.48934 1.55956 3.83212 -0.11 -0.07 0.01
C 0.56289 1.16949 4.97515 -0.01 0.07 0.02
C -0.90374 1.03550 4.53821 -0.01 0.03 -0.02
C -1.42727 2.31690 3.95839 -0.05 -0.04 -0.06
C -2.25076 3.13828 4.72301 0.03 0.02 0.01
C -2.68073 4.35262 4.22570 0.00 0.01 -0.01
C -2.24557 4.74744 2.97053 0.00 -0.01 0.03
C -1.43533 3.88472 2.26410 0.12 0.08 -0.02
N -1.05281 2.68469 2.71721 -0.10 -0.11 -0.06
H 1.24840 -0.08440 2.70061 0.01 0.04 -0.02
H 1.40741 2.61684 3.58773 0.00 0.00 -0.01
H 2.53358 1.34852 4.07168 0.01 0.00 0.03
H 0.65802 1.93314 5.75332 0.01 -0.05 0.05
H 0.87928 0.22267 5.41996 0.01 -0.02 -0.05
H -1.50721 0.76562 5.40429 -0.01 0.03 0.00
H -1.02706 0.23989 3.80512 0.01 -0.04 0.03
H -2.54660 2.80554 5.70851 -0.01 0.00 -0.01
H -3.33246 4.98711 4.81251 0.00 0.00 0.00
H -2.52605 5.69993 2.54332 0.01 0.00 0.00
H -1.03518 4.15593 1.29818 -0.04 -0.01 -0.03
O -3.88947 -3.75532 1.07675 -0.14 -0.14 0.05
C -3.28314 -2.74360 0.84891 0.10 0.14 -0.02
C -2.90081 -2.21230 -0.52691 -0.04 -0.01 0.16
O -3.33051 -2.60243 -1.58904 0.08 -0.01 -0.11
C -1.89713 -1.13816 -0.30064 0.26 0.26 -0.01
C -1.87436 -0.85928 1.08072 -0.05 0.21 0.06
O -1.20236 0.09805 1.68161 0.05 -0.51 -0.18
C -2.67951 -1.78147 1.85429 0.03 0.00 -0.31
O -2.82781 -1.79788 3.06204 0.02 -0.03 0.26
O -1.22739 -0.57641 -1.21218 0.16 -0.44 0.52
C 2.69250 2.78706 -0.91239 -0.01 0.01 0.01
C 1.59775 2.19479 -0.06550 0.15 0.31 0.01
O 0.97783 2.98626 0.79785 0.01 -0.27 -0.20
N 1.19125 0.97563 -0.09627 -0.49 -0.27 -0.31
Te 1.79103 -0.74280 -1.58747 0.29 0.05 0.23
C 1.75449 -2.53729 -2.83992 -0.13 -0.08 -0.11
C 0.71834 -2.77076 -3.74564 -0.02 0.01 0.04
C -0.52290 -1.92245 -3.82699 0.03 -0.03 -0.14
C 0.80352 -3.86654 -4.60672 0.01 0.00 -0.02
C 1.89044 -4.72065 -4.59991 0.01 -0.02 -0.02
C 1.96998 -5.89880 -5.53273 -0.01 0.00 0.00
C 2.92696 -4.45348 -3.71053 -0.02 -0.01 0.02
C 2.88381 -3.37922 -2.83276 0.00 0.04 0.05
C 4.07053 -3.16015 -1.92549 -0.03 0.07 -0.02
C 1.81582 -1.78408 0.25737 0.05 -0.15 -0.04
C 0.90673 -2.81278 0.54997 -0.03 -0.01 0.07
C -0.00655 -3.48985 -0.43808 0.07 -0.02 -0.06
C 0.85869 -3.29853 1.85936 -0.05 0.02 -0.01
C 1.69511 -2.83760 2.85953 -0.01 -0.01 0.01
C 1.61816 -3.38702 4.25753 -0.01 -0.01 -0.01
C 2.64706 -1.88172 2.51744 0.03 0.00 0.00
C 2.73044 -1.35009 1.23385 0.06 -0.07 -0.05
C 3.82758 -0.34877 0.97721 -0.04 -0.02 -0.02
H 2.87372 3.82447 -0.63980 -0.01 -0.01 0.01
H 2.41168 2.73628 -1.96644 0.00 0.00 0.01
H 3.61408 2.21580 -0.79294 -0.01 -0.01 -0.01
H -0.43780 -0.99337 -3.27182 0.05 -0.02 -0.04
H -1.38263 -2.44095 -3.39633 -0.02 0.01 0.02
H -0.75677 -1.69463 -4.86970 0.01 -0.03 0.01
H -0.01483 -4.05074 -5.29622 0.01 0.01 0.01
H 1.06281 -5.99160 -6.12876 0.01 0.00 0.01
H 2.10704 -6.82867 -4.97791 0.00 0.01 0.00
H 2.81526 -5.79985 -6.21685 -0.01 0.00 0.01
H 3.79860 -5.10144 -3.70205 -0.01 0.02 0.00
H 4.84067 -3.90441 -2.12675 -0.01 0.02 0.00
H 3.79904 -3.23467 -0.87272 -0.04 0.00 0.07
H 4.51619 -2.17309 -2.07896 -0.02 0.00 0.01
H -0.35261 -2.83314 -1.22991 0.02 0.02 0.02
H -0.87511 -3.89678 0.08164 0.08 -0.02 -0.03
H 0.51512 -4.32483 -0.91244 0.03 0.01 -0.02
H 0.12597 -4.06355 2.09335 0.00 0.02 0.00
H 0.68192 -3.91915 4.41926 0.00 0.02 -0.01
H 1.69030 -2.59043 4.99980 0.00 0.00 0.00
H 2.43888 -4.08292 4.44479 0.00 0.01 -0.01
H 3.36237 -1.54960 3.26590 0.00 -0.01 -0.01
H 4.69279 -0.58559 1.59759 -0.01 0.03 0.00
H 3.49433 0.66152 1.21566 -0.02 0.03 0.02
H 4.15215 -0.35105 -0.06393 0.00 -0.01 0.00
C -0.19906 5.77510 -1.36052 -0.02 0.08 -0.01
C -1.39028 5.33298 -2.20214 0.00 -0.01 0.04
C -2.20576 4.21989 -1.55066 -0.01 0.00 0.02
S -1.23437 2.69046 -1.43931 0.08 -0.31 -0.23
O -1.53388 2.09425 -0.06701 0.00 0.29 0.57
C -2.11872 1.60490 -2.56849 -0.05 0.22 -0.35
C -3.43158 1.01482 -2.06543 -0.04 0.01 0.04
C -4.66396 1.91137 -2.09916 0.03 0.01 0.02
H 0.39236 6.52349 -1.88903 -0.01 -0.01 0.02
H 0.45648 4.94297 -1.10643 0.03 -0.06 0.01
H -0.53500 6.22144 -0.42139 -0.01 -0.01 0.00
H -1.06578 5.01219 -3.19668 0.04 -0.01 0.03
H -2.06048 6.18087 -2.36165 -0.01 -0.02 -0.05
H -3.11315 4.00511 -2.10539 -0.06 0.03 -0.01
H -2.47797 4.46746 -0.52418 0.00 -0.03 0.05
H -1.40902 0.79714 -2.73548 -0.10 0.10 -0.01
H -2.21337 2.18541 -3.49370 -0.10 0.02 0.01
H -3.26767 0.63267 -1.05575 -0.11 0.16 -0.16
H -3.60717 0.13218 -2.68433 0.02 -0.02 0.03
H -4.64028 2.68190 -1.32791 0.02 0.03 0.01
H -5.55511 1.31168 -1.91241 0.01 0.00 -0.02
H -4.79090 2.39532 -3.07088 -0.01 0.02 -0.01
```
Positions in Å, forces in eV/Å.

## Properties
Relative energy (zero: lowest compared OMol25 entry of this formula, charge and spin) in kJ/mol: 12.7
Highest occupied orbital energy (spin up / spin down) in eV: -6.80 / -6.82
⟨S²⟩: 0.755
F_max in eV/Å: 0.7
Spin multiplicity: 2
Energy in Ha: -3136.3092
M in u: 861.484
LUMO level (spin up / spin down) in eV: 0.2 / -1.7

Löwdin atomic charge list, values in e, 2 entries:
1. Al -0.161
2. O -0.041